Record 1
Molecular formula: C19H43N2O3P2Sn
Method: DFT, ωB97M-V/def2-TZVPD

```
! RIJCOSX wB97M-V def2-TZVPD def2/J DEFGRID3
* xyz 3 1
Sn 0.00 -0.26 -0.34
P 1.76 0.96 -1.63
P -1.68 -1.94 0.46
N 0.48 -1.89 -1.81
C 2.21 -0.39 -2.79
H 2.53 0.05 -3.75
H 3.06 -0.92 -2.34
C 1.06 -1.40 -3.05
H 0.29 -0.95 -3.73
H 1.49 -2.24 -3.63
C -0.62 -2.81 -2.02
H -0.26 -3.72 -2.56
H -1.41 -2.39 -2.69
C -1.24 -3.29 -0.69
H -0.51 -3.93 -0.16
H -2.15 -3.89 -0.90
C -3.42 -1.47 0.13
C -3.78 -0.09 0.69
H -4.78 0.19 0.32
H -3.08 0.69 0.36
H -3.82 -0.08 1.78
C -1.34 -2.41 2.20
C -1.81 -1.37 3.23
H -1.41 -1.64 4.21
H -2.90 -1.33 3.31
H -1.44 -0.36 3.00
C 3.18 1.39 -0.55
C 2.92 2.61 0.35
H 3.73 2.68 1.09
H 1.97 2.52 0.91
H 2.90 3.54 -0.21
C 1.13 2.36 -2.63
C 0.32 3.36 -1.81
H -0.16 4.08 -2.49
H 0.96 3.94 -1.12
H -0.48 2.88 -1.23
C -1.71 0.81 -1.67
O -2.37 0.92 -2.60
C -1.84 -3.82 2.54
H -2.93 -3.87 2.59
H -1.49 -4.56 1.81
H -1.44 -4.10 3.52
C 4.50 1.51 -1.31
H 5.31 1.58 -0.59
H 4.69 0.64 -1.95
H 4.53 2.41 -1.94
C 2.25 3.03 -3.43
H 1.79 3.70 -4.17
H 2.90 3.64 -2.78
H 2.86 2.31 -3.98
C -4.39 -2.55 0.61
H -4.48 -2.57 1.70
H -5.38 -2.34 0.19
H -4.10 -3.55 0.26
H -3.47 -1.41 -0.97
H 0.44 1.87 -3.34
H -0.24 -2.42 2.23
H 3.25 0.51 0.11
H 2.30 -1.87 0.60
H 2.10 -1.47 1.21
N 1.03 1.69 3.97
C -0.05 2.43 3.26
C -0.29 1.73 1.93
O -1.14 2.17 1.13
O 0.47 0.70 1.77
H 0.73 0.72 4.14
H 1.26 2.09 4.88
H 1.89 1.70 3.41
H -0.97 2.39 3.86
H 0.28 3.46 3.07
*
```

Properties
LUMO energy in eV: -9.94
Orbital gap in eV: 7.17

=====

Record 2
Molecular formula: C19H43NO8S7
Method: DFT, ωB97M-V/def2-TZVPD

```
! RIJCOSX wB97M-V def2-TZVPD def2/J DEFGRID3
* xyz 0 1
C 2.63 4.16 -2.02
C 1.15 4.16 -2.15
C 0.39 5.27 -2.19
S 1.11 6.89 -2.02
C -1.09 5.21 -2.28
O -1.78 6.20 -2.25
C -1.76 3.86 -2.38
N -3.17 3.83 -2.51
C -1.01 2.76 -2.33
C 0.46 2.83 -2.24
O 1.10 1.80 -2.27
H 3.04 3.16 -2.20
H 3.08 4.88 -2.71
H 2.89 4.46 -1.00
H 1.49 7.19 -3.28
H -3.43 4.10 -3.45
H -3.55 4.54 -1.90
H -1.47 1.78 -2.38
C 0.68 -0.14 -4.45
S -0.54 -0.68 -5.64
O -1.88 -0.44 -5.02
C -0.20 -2.44 -5.49
H 0.60 0.94 -4.36
H 0.48 -0.60 -3.48
H 1.67 -0.40 -4.80
H -0.34 -2.75 -4.46
H 0.82 -2.64 -5.82
H -0.90 -2.97 -6.13
C 1.84 4.62 2.97
S 1.47 5.35 1.38
O 2.77 5.54 0.68
C 0.96 6.96 1.99
H 2.21 3.61 2.78
H 2.60 5.21 3.48
H 0.92 4.57 3.56
H 1.77 7.41 2.57
H 0.07 6.84 2.61
H 0.73 7.59 1.13
C 3.98 -0.49 0.88
S 2.41 0.32 1.22
O 2.70 1.77 1.39
C 2.20 -0.40 2.85
H 4.32 -0.15 -0.09
H 4.70 -0.22 1.65
H 3.82 -1.57 0.87
H 3.04 -0.13 3.49
H 2.11 -1.48 2.75
H 1.28 0.01 3.28
C -0.89 -4.11 2.52
S 0.60 -4.06 3.51
O 1.72 -3.67 2.60
C 0.73 -5.83 3.76
H -1.12 -3.09 2.21
H -0.72 -4.73 1.64
H -1.71 -4.51 3.12
H 0.79 -6.33 2.79
H -0.14 -6.17 4.32
H 1.63 -6.02 4.33
C -7.06 -1.43 -6.69
S -5.85 -2.76 -6.66
O -6.47 -3.90 -5.93
C -4.71 -1.95 -5.53
H -7.89 -1.75 -7.32
H -7.41 -1.24 -5.68
H -6.60 -0.54 -7.11
H -5.22 -1.72 -4.60
H -4.32 -1.04 -5.99
H -3.89 -2.64 -5.34
C 2.30 -5.25 7.18
S 0.80 -6.16 7.59
O -0.23 -5.78 6.58
C 0.43 -5.23 9.08
H 2.69 -5.64 6.24
H 2.06 -4.19 7.07
H 3.03 -5.41 7.97
H 0.32 -4.18 8.84
H 1.23 -5.38 9.80
H -0.51 -5.62 9.48
*
```

Properties
LUMO energy in eV: -1.05
Orbital gap in eV: 7.52

=====

Record 3
Molecular formula: C19H43O2P3RhS
Method: DFT, ωB97M-V/def2-TZVPD

```
! RIJCOSX wB97M-V def2-TZVPD def2/J DEFGRID3
* xyz 3 5
Rh -0.35 -0.23 0.15
P 1.32 -0.85 1.37
P 1.29 2.23 -0.54
P -1.10 -2.17 -0.53
H -0.72 2.12 -8.31
C -1.64 1.59 -8.06
C -2.72 2.16 -7.49
H -2.82 3.22 -7.26
C 2.72 -1.64 0.48
C 2.25 0.25 2.51
C 0.83 -2.13 2.59
C 0.64 3.45 -1.72
C 1.15 3.04 1.10
C 2.96 1.71 -0.90
C -2.44 -1.94 -1.72
C -1.91 -3.13 0.77
C 0.16 -3.21 -1.28
H -1.75 0.61 -8.56
H -3.66 1.58 -7.50
H 3.47 -2.00 1.20
H 3.20 -0.93 -0.20
H 2.38 -2.49 -0.12
H 2.95 -0.35 3.11
H 1.58 0.77 3.21
H 2.84 1.02 1.99
H 1.44 -3.03 2.48
H -0.22 -2.42 2.47
H 0.93 -1.73 3.61
H 1.17 4.40 -1.55
H -0.45 3.50 -1.52
H 0.81 3.04 -2.74
H 2.11 3.59 1.21
H 1.01 2.34 1.95
H 0.30 3.75 1.04
H 3.44 2.65 -1.18
H 2.99 1.00 -1.75
H 3.46 1.26 -0.03
H -3.05 -2.85 -1.75
H -2.05 -1.74 -2.72
H -3.06 -1.10 -1.40
H -2.60 -3.81 0.25
H -2.49 -2.48 1.43
H -1.19 -3.73 1.34
H -0.37 -3.94 -1.91
H 0.73 -3.75 -0.52
H 0.83 -2.61 -1.90
C -1.30 0.87 -3.14
C -0.11 0.24 -3.68
C -0.07 -0.19 -5.00
C -1.26 -0.20 -5.76
C -2.41 0.46 -5.27
C -2.42 1.06 -4.03
O -1.43 1.20 -1.91
H 0.29 1.30 -1.07
H 0.72 0.12 -3.00
H 0.84 -0.60 -5.44
H -1.26 -0.61 -6.78
H -3.31 0.60 -5.89
H -3.29 1.62 -3.65
C -2.22 2.30 1.33
S -2.00 0.51 1.33
C -1.69 0.16 3.07
O -3.29 -0.16 1.02
H -1.47 2.68 2.04
H -3.23 2.50 1.69
H -2.09 2.74 0.33
H -2.50 0.71 3.57
H -1.84 -0.92 3.20
H -0.71 0.48 3.45
*
```

Properties
LUMO energy (spin up / spin down) in eV: -8.22 / -12.21
⟨S²⟩: 6.03
Orbital gap (spin up / spin down) in eV: 7.91 / 3.86

=====

Record 4
Molecular formula: C19H43OP3SSc
Method: DFT, ωB97M-V/def2-TZVPD

```
! RIJCOSX wB97M-V def2-TZVPD def2/J DEFGRID3
* xyz 3 1
Sc 0.21 0.09 0.28
P 0.50 -2.91 -0.74
P 2.64 -0.12 1.15
P -2.46 -0.12 0.13
H 2.40 4.65 0.20
C 1.35 4.96 0.23
C 0.63 4.95 1.37
H 1.08 4.74 2.36
C 1.70 -2.77 -2.05
C 1.11 -3.82 0.61
C -1.11 -3.37 -1.43
C 2.71 1.53 1.96
C 3.11 -1.26 2.50
C 4.10 -0.10 0.04
C -3.10 1.54 0.61
C -3.60 -1.20 1.10
C -3.23 -0.24 -1.53
H 0.85 5.01 -0.75
H -0.45 5.08 1.39
H 1.08 -2.60 -2.95
H 2.28 -3.72 -2.03
H 2.34 -1.88 -1.85
H 1.11 -4.86 0.22
H 0.49 -3.78 1.51
H 2.14 -3.54 0.85
H -0.94 -4.37 -1.86
H -1.33 -2.60 -2.19
H -1.87 -3.31 -0.62
H 3.77 1.79 2.08
H 2.22 1.50 2.95
H 2.22 2.29 1.34
H 4.19 -1.17 2.67
H 2.85 -2.29 2.23
H 2.55 -0.99 3.42
H 5.00 0.03 0.66
H 3.99 0.74 -0.68
H 4.14 -1.06 -0.51
H -4.00 1.76 0.02
H -2.34 2.31 0.38
H -3.34 1.58 1.68
H -4.65 -1.05 0.80
H -3.51 -0.99 2.17
H -3.34 -2.25 0.92
H -4.23 0.23 -1.50
H -3.33 -1.29 -1.84
H -2.62 0.31 -2.26
C 0.24 1.38 -2.49
C 0.70 0.62 -3.62
C 0.24 0.90 -4.92
C -0.62 1.97 -5.18
C -1.04 2.76 -4.11
C -0.61 2.49 -2.80
O 0.62 1.21 -1.19
H -0.16 -1.68 -0.24
H 1.49 -0.15 -3.49
H 0.68 0.30 -5.74
H -0.89 2.17 -6.23
H -1.68 3.64 -4.30
H -0.91 3.20 -2.00
C -0.97 -2.07 3.54
S -0.37 -0.44 2.99
C -1.55 0.70 3.82
H -0.85 -2.81 2.73
H -2.02 -2.03 3.83
H -0.37 -2.36 4.40
H -2.57 0.31 3.76
H -1.22 0.77 4.86
H -1.48 1.68 3.33
*
```

Properties
LUMO energy in eV: -10.38
Orbital gap in eV: 5.86

=====

| no. | E_tot (eV) |
| --- | --- |
| 1 | -53905.8105 |
| 2 | -114111.6138 |
| 3 | -66174.3014 |
| 4 | -81824.2006 |